1.
ORCA calculation (ωB97M-V with the def2-TZVPD basis set) on an isolated ion of composition C11H17N2 and charge +1 in a non-equilibrium geometry.

The geometry in XYZ format:
```
30
C11H17N2 (ωB97M-V with the def2-TZVPD basis set)
C 2.4763 2.0530 -0.0180
C 1.0666 2.3068 -0.1631
C 3.1783 0.9038 0.0182
C 0.0465 1.5144 -0.1547
C 1.3738 -0.5982 -0.1349
C -1.0283 -0.8376 -0.4979
C -1.1911 0.7537 -0.0994
C -2.0707 -1.7515 0.1485
C -2.2562 1.3751 -0.9940
C -1.6108 0.8400 1.3878
C 3.5943 -1.5576 -0.3006
N 2.6711 -0.4334 0.0211
N 0.3208 -1.3254 -0.3510
H 3.1104 2.8879 0.2659
H 0.9324 3.4333 -0.4361
H 4.2627 0.9204 0.0963
H -1.1486 -0.8714 -1.5204
H -3.0213 -1.4390 -0.0306
H -1.8353 -2.1040 1.1738
H -1.9621 -2.7815 -0.3682
H -3.2584 1.0815 -0.5615
H -2.0797 1.1003 -1.9990
H -2.2327 2.3932 -0.7531
H -0.7643 0.8205 2.0209
H -2.2963 0.1135 1.9206
H -1.9878 1.8007 1.5420
H 4.5237 -1.3875 0.1865
H 3.0257 -2.3103 0.3104
H 3.7141 -1.8687 -1.3272
H 0.2882 -2.3386 -0.4844
```

Output
Strongest force on any atom in eV/Å: 5.34
E_LUMO (spin up / spin down) in eV: -4.020 / -4.025
Energy relative to the best compared isomer or geometry (same formula, charge and spin) in kcal per mole: 147.0
Spin multiplicity: 1
Net charge: +1
HOMO level (spin up / spin down) in eV: -12.2 / -12.2

2.
ORCA calculation (ωB97M-V with the def2-TZVPD basis set) on C19H12N3O4RuS5 as an isolated structure.

The geometry in XYZ format:
```
44
C19H12N3O4RuS5 (ωB97M-V with the def2-TZVPD basis set)
Ru 0.6511 0.7897 -1.0526
N 1.4633 -0.3314 0.6797
C 2.8919 -0.3312 0.5264
C 3.7748 -0.4356 1.5592
C 5.1627 -0.4980 1.3036
C 5.6365 -0.4961 0.0248
C 4.7431 -0.3648 -1.0657
C 5.1552 -0.3383 -2.4181
C 4.2271 -0.1644 -3.4001
C 2.8797 0.0497 -3.0478
N 2.4689 0.0400 -1.8013
C 3.3697 -0.2256 -0.8040
H 1.1658 -0.1122 1.6238
H 1.0994 -1.2532 0.4471
H 3.4120 -0.5006 2.5777
H 5.8475 -0.5775 2.1369
H 6.6971 -0.5833 -0.1736
H 6.2045 -0.4584 -2.6566
H 4.5035 -0.1503 -4.4444
H 2.1298 0.2599 -3.7980
S -2.2307 -1.3725 -7.2948
C -1.6728 -0.8490 -5.8492
S -1.6066 -1.8463 -4.4306
C -0.8735 -0.6701 -3.3671
C -0.6071 0.5454 -3.9100
S 0.0970 1.8314 -3.0054
S -1.0346 0.7447 -5.5920
S -0.5650 -1.0240 -1.7097
O 1.8701 2.4603 -0.4768
C 1.3902 3.5806 -0.2603
C 0.0110 3.9212 -0.0864
C -0.2933 5.2874 0.0235
C -1.5740 5.6873 0.2764
C -2.6013 4.7453 0.4668
C -2.3236 3.4128 0.3945
C -1.0138 2.9380 0.0963
O -0.8189 1.6731 0.0601
N -1.8744 7.1104 0.3731
O -3.0267 7.4301 0.5935
O -0.9573 7.8980 0.2306
H 2.1023 4.4116 -0.1628
H 0.4831 6.0325 -0.0916
H -3.6022 5.0988 0.6691
H -3.0969 2.6709 0.5374
```

Output
Strongest force on any atom in eV/Å: 0.59
E_LUMO (spin up / spin down) in eV: -0.991 / -1.470
Energy relative to the best compared isomer or geometry (same formula, charge and spin) in kcal per mole: 3.9
Spin multiplicity: 2
HOMO level (spin up / spin down) in eV: -7.1 / -7.4

3.
ORCA calculation (ωB97M-V with the def2-TZVPD basis set) on C15H22ClN3O2 as an isolated structure in a non-equilibrium geometry.

The geometry in XYZ format:
```
43
C15H22ClN3O2 (ωB97M-V with the def2-TZVPD basis set)
C -1.3238 -3.7355 -2.7625
H -2.0918 -4.5713 -3.0003
H -1.0974 -3.3009 -3.8592
H -0.4188 -4.1893 -2.6058
C -1.9236 -2.6220 -1.9152
C -3.1680 -1.9774 -2.0873
H -3.9724 -2.7451 -2.1156
H -2.9466 -1.3925 -3.1866
H -3.3936 -1.2493 -1.4484
C -0.7399 -1.5909 -1.5767
C 0.7410 -2.0057 -0.7517
N 0.3158 -2.3126 0.5147
C -0.5604 -1.6390 1.3867
O -0.6672 -0.5472 1.3386
N -0.5286 -2.1923 2.6167
H -0.4640 -3.2148 2.9925
H -1.2538 -1.8050 3.4329
H 0.5520 -3.3081 0.9749
H 1.0433 -3.0257 -1.3748
C 1.7330 -1.0336 -0.7207
O 2.7701 -1.2456 -1.3772
N 1.4752 0.2490 -0.1742
H 0.6020 0.3140 0.1559
C 2.4152 1.2428 -0.0852
H 2.3098 2.1152 -1.2165
H 3.3487 0.7175 -0.5834
C 2.2526 1.8368 1.1339
C 1.5462 2.8695 1.3048
C 1.6360 4.2657 1.2020
C 0.6752 5.1584 1.2739
C -0.4425 4.8672 1.5944
C -0.8905 3.6146 1.8063
C 0.1409 2.5296 1.7754
H -0.2816 1.5695 1.9590
H -1.9284 3.3082 2.2537
Cl -1.5593 6.0344 1.8619
H 0.9614 6.2786 0.8388
H 2.6795 4.4121 0.9912
H 2.3602 1.0499 1.8934
H 3.5508 2.3619 1.4131
H -0.4507 -1.3045 -2.4014
H -1.0749 -0.6884 -0.7231
H -1.9313 -3.0980 -0.7487
```

Output
Strongest force on any atom in eV/Å: 16.84
E_LUMO in eV: 0.273
Energy relative to the best compared isomer or geometry (same formula, charge and spin) in kcal per mole: 368.1
Spin multiplicity: 1
HOMO level in eV: -8.6

4.
ORCA calculation (ωB97M-V with the def2-TZVPD basis set) on C26H28AsClIN4OPt as an isolated structure in a non-equilibrium geometry.

The geometry in XYZ format:
```
63
C26H28AsClIN4OPt (ωB97M-V with the def2-TZVPD basis set)
Pt -1.0738 -1.1534 0.2704
Cl 3.0587 3.7188 -2.4681
C 1.7525 3.0581 -1.5765
C 0.4846 3.8005 -1.6881
C -0.6910 3.2316 -1.4040
I -2.4724 4.2646 -1.5167
C -0.7657 1.8124 -0.9563
O -1.7970 1.3148 -0.5939
C 0.5124 0.9915 -1.0104
N 0.4814 -0.3057 -0.6626
C 1.5727 -1.0729 -0.8137
C 2.7533 -0.5713 -1.3272
C 2.8277 0.7708 -1.6268
C 1.7014 1.5643 -1.4344
H 0.5549 4.8361 -1.9985
H 1.4811 -2.1088 -0.5225
H 3.6015 -1.2292 -1.4579
H 3.7511 1.2006 -1.9937
C -3.7152 -4.0057 -0.3761
C -3.5057 -2.9841 -1.4899
As -1.6593 -2.4209 -1.6880
C -0.5260 -3.9855 -1.8929
C -0.1349 -4.6572 -0.5794
C -1.5410 -1.4479 -3.3608
C -2.6781 -0.4484 -3.5547
H -4.7763 -4.2314 -0.2835
H -3.3769 -3.6390 0.5976
H -3.2014 -4.9433 -0.5835
H -4.0915 -2.0781 -1.3269
H -3.7986 -3.3853 -2.4630
H 0.3511 -3.6525 -2.4533
H -1.0702 -4.6678 -2.5490
H 0.3495 -3.9607 0.1099
H 0.5630 -5.4710 -0.7717
H -0.9954 -5.0804 -0.0635
H -1.5367 -2.2037 -4.1489
H -0.5607 -0.9654 -3.3845
H -3.6411 -0.9514 -3.6321
H -2.5310 0.1054 -4.4810
H -2.7408 0.2696 -2.7348
C -1.8367 0.8265 4.0004
C -1.8632 0.2563 2.7427
N -0.7406 -0.0977 2.0953
C 0.4473 0.1592 2.6680
C 0.5646 0.7997 3.8933
C -0.6092 1.0953 4.5861
C 1.8876 1.1639 4.4736
C 2.8353 1.9445 3.9231
C 2.7259 2.6548 2.6412
C 3.8591 2.8750 1.8372
C 3.6487 3.3331 0.5570
N 2.4061 3.6319 0.1394
C 1.4068 3.5813 1.0317
N 1.5253 3.0907 2.2375
H -2.7635 1.0683 4.5009
H -2.8026 0.0688 2.2334
H 1.3297 -0.1527 2.1207
H -0.5610 1.5613 5.5625
H 2.0949 0.7445 5.4526
H 3.7783 2.0591 4.4435
H 4.8551 2.6276 2.1773
H 4.4564 3.4423 -0.1565
H 0.4396 3.9483 0.7299
```

Output
Strongest force on any atom in eV/Å: 1.80
E_LUMO in eV: -10.896
Energy relative to the best compared isomer or geometry (same formula, charge and spin) in kcal per mole: 4.7
Spin multiplicity: 1
Net charge: +3
HOMO level in eV: -17.4

5.
ORCA calculation (ωB97M-V with the def2-TZVPD basis set) on a 2-piece molecular cluster, C4H13N2OS overall in a non-equilibrium geometry.

The geometry in XYZ format:
```
21
C4H13N2OS (ωB97M-V with the def2-TZVPD basis set)
C 0.3136 1.6128 0.9873
N 0.0053 0.5868 1.9615
C -1.4628 0.1202 1.8210
N -1.7809 -0.7526 0.5666
C 1.5500 1.2894 0.1926
C 1.3217 0.2891 -1.0314
S 0.9846 -1.5830 -0.8486
H -0.4709 1.9327 0.2225
H 0.4963 2.5709 1.7932
H 0.5844 -0.3080 1.8379
H -2.1718 0.9572 1.7785
H -1.6183 -0.4941 2.6763
H -2.2424 -0.1491 -0.0701
H -1.0881 -1.3428 0.2931
H 2.1984 0.8276 0.8876
H 2.0988 2.1548 -0.0279
H 0.6416 0.6763 -1.7491
H 2.4084 0.2640 -1.5154
H -1.3392 -0.9564 -2.2581
H -0.6834 0.2686 -1.9590
O -1.5590 0.0272 -2.2306
```

Output
Strongest force on any atom in eV/Å: 6.81
E_LUMO in eV: 3.953
Energy relative to the best compared isomer or geometry (same formula, charge and spin) in kcal per mole: 47.3
Spin multiplicity: 1
Net charge: -1
HOMO level in eV: -3.0

6.
ORCA calculation (ωB97M-V with the def2-TZVPD basis set) on a 2-piece molecular cluster, C3H7NO3 overall in a non-equilibrium geometry.

The geometry in XYZ format:
```
14
C3H7NO3 (ωB97M-V with the def2-TZVPD basis set)
O -0.3837 0.4742 -1.9488
C 0.1074 -0.5751 -1.5690
C 0.5478 -0.8878 -0.2221
N -0.1127 -0.1150 0.7543
C -0.9805 -0.6465 1.6743
O -1.1345 -1.8316 1.5444
H 0.1258 -1.3884 -2.1912
H 0.4500 -2.0468 0.0082
H 1.6400 -0.6755 -0.0917
H 0.1318 0.8961 0.7802
H -1.4158 0.0765 2.3240
O 1.3563 2.7333 -0.1230
H 0.7784 2.8012 -0.9403
H 2.3258 2.7917 -0.2493
```

Output
Strongest force on any atom in eV/Å: 4.07
E_LUMO in eV: 0.568
Energy relative to the best compared isomer or geometry (same formula, charge and spin) in kcal per mole: 54.0
Spin multiplicity: 1
Structure (SMILES): O=CCNC=O.O
HOMO level in eV: -9.6

7.
ORCA calculation (ωB97M-V with the def2-TZVPD basis set) on C33H26AuN3O4P as an isolated structure in a non-equilibrium geometry.

The geometry in XYZ format:
```
68
C33H26AuN3O4P (ωB97M-V with the def2-TZVPD basis set)
Au 0.4251 -0.7041 -0.5837
O 4.5465 -1.4348 2.9864
C 3.4978 -1.4415 3.8021
C 3.7336 -1.5066 5.1821
C 2.6857 -1.5629 6.0707
C 1.3657 -1.5280 5.6187
C 1.1144 -1.4082 4.2716
C 2.1607 -1.3622 3.3437
C 1.8163 -1.1753 1.9328
O 0.6497 -0.8041 1.6343
N 2.7954 -1.3608 1.0436
N 2.4757 -1.3231 -0.2425
C 3.4197 -1.4010 -1.1370
C 3.2646 -1.3742 -2.5421
C 4.4388 -1.4830 -3.3216
C 4.4055 -1.5427 -4.6887
C 3.1662 -1.5254 -5.3552
C 2.0058 -1.4190 -4.6503
C 1.9877 -1.3053 -3.2251
O 0.8514 -1.1812 -2.6704
H 4.2226 -1.4261 2.0558
H 4.7597 -1.5290 5.5159
H 2.8864 -1.6349 7.1279
H 0.5503 -1.5848 6.3222
H 0.1056 -1.3441 3.8937
H 4.4396 -1.5259 -0.7705
H 5.3900 -1.5263 -2.8135
H 5.3193 -1.6162 -5.2560
H 3.1378 -1.6027 -6.4316
H 1.0455 -1.4031 -5.1426
O -0.6331 -3.5046 0.1958
N -1.3929 -2.4111 -0.1800
C -2.4897 -2.2743 0.4429
C -3.4579 -1.2405 0.1192
C -4.8058 -1.5866 0.2492
C -5.8089 -0.7147 -0.1267
C -5.4863 0.5442 -0.6086
C -4.1602 0.9219 -0.7090
C -3.1414 0.0405 -0.3563
P -1.4465 0.6883 -0.4531
C -1.2355 1.7123 1.0131
C -0.1538 2.5945 1.0005
C 0.0882 3.3995 2.0944
C -0.7234 3.3021 3.2158
C -1.7662 2.3898 3.2469
C -2.0281 1.5880 2.1491
C -1.4429 1.8061 -1.8702
C -1.6071 3.1858 -1.7784
C -1.5167 3.9537 -2.9269
C -1.2798 3.3553 -4.1546
C -1.1433 1.9780 -4.2454
C -1.2152 1.2013 -3.1054
H 0.0600 -3.5840 -0.4755
H -2.7948 -3.0124 1.1855
H -5.0605 -2.5674 0.6231
H -6.8412 -1.0173 -0.0445
H -6.2647 1.2298 -0.9030
H -3.9085 1.9077 -1.0747
H 0.4843 2.6417 0.1258
H 0.9091 4.1004 2.0775
H -0.5358 3.9353 4.0698
H -2.3783 2.3039 4.1324
H -2.8395 0.8736 2.1728
H -1.7931 3.6587 -0.8225
H -1.6216 5.0266 -2.8614
H -1.1955 3.9652 -5.0412
H -0.9665 1.5128 -5.2030
H -1.0710 0.1298 -3.1472
```

Output
Strongest force on any atom in eV/Å: 2.06
E_LUMO (spin up / spin down) in eV: -3.149 / -5.706
Spin multiplicity: 3
Net charge: +1
HOMO level (spin up / spin down) in eV: -10.6 / -10.6

8.
ORCA calculation (ωB97M-V with the def2-TZVPD basis set) on C43H46BEuIN6O2P as an isolated structure in a non-equilibrium geometry.

The geometry in XYZ format:
```
101
C43H46BEuIN6O2P (ωB97M-V with the def2-TZVPD basis set)
Eu -0.6951 0.4561 -1.8598
B -2.9162 2.3389 -3.8619
N -3.5322 2.1999 -2.4057
C -4.5877 2.8701 -1.9825
C -4.6771 2.6646 -0.6265
C -3.5764 1.8903 -0.2853
N -2.8862 1.6285 -1.3884
N -2.7044 0.9200 -4.5417
C -3.5481 0.3754 -5.4461
C -3.0114 -0.8433 -5.8169
C -1.8884 -1.0090 -4.9985
N -1.6976 0.0928 -4.2741
H -3.7547 2.9292 -4.5238
H -1.9250 3.0398 -3.9104
H -5.2402 3.3622 -2.6530
H -5.4712 2.9990 -0.0127
H -3.2155 1.5663 0.6782
H -4.3770 0.9515 -5.8770
H -3.4839 -1.4255 -6.5797
H -1.1925 -1.8486 -4.9577
C -4.3923 -2.1649 -0.1320
O -3.3912 -3.1017 -0.5901
C -2.4064 -2.5583 -1.3036
O -2.3048 -1.3434 -1.3755
N -1.5920 -3.5561 -1.8214
N -0.5136 -3.2003 -2.5830
H -5.1585 -2.8548 0.2173
H -4.7111 -1.4691 -0.9396
H -3.9693 -1.5470 0.6769
H -1.7087 -4.5020 -1.4841
H -0.2894 -3.8301 -3.3802
H 0.2790 -2.8133 -2.0592
I 0.0006 3.1169 0.2175
C -1.1844 3.4537 1.9534
C -1.9774 4.5290 1.9856
C -2.8070 4.8347 3.0517
C -2.7784 4.0513 4.1786
C -1.9719 2.8872 4.2113
C -2.0016 2.0708 5.3591
C -1.4506 0.8253 5.3253
C -0.8455 0.3757 4.1570
C -0.7537 1.1573 3.0242
P -0.1849 0.2491 1.4781
C 1.6060 0.1259 1.9481
C 1.9514 -0.6294 3.0899
C 3.2556 -0.6867 3.5245
C 4.1760 0.1301 2.9056
C 3.8871 0.8919 1.7876
C 2.5801 0.8817 1.2851
C -0.8122 -1.3978 1.8706
C -2.1917 -1.4855 2.2608
C -2.7260 -2.6889 2.5590
C -1.9326 -3.8408 2.4813
C -0.6585 -3.7666 2.0033
C -0.1031 -2.5592 1.6977
C -1.2535 2.5165 3.0107
H -1.9282 5.2000 1.1841
H -3.4421 5.7235 3.0540
H -3.3778 4.3480 5.0538
H -2.5557 2.4174 6.2321
H -1.4598 0.2025 6.2345
H -0.5484 -0.6328 4.2059
H 1.1889 -1.1759 3.6412
H 3.5280 -1.2940 4.3347
H 5.2419 0.1224 3.2122
H 4.6143 1.5180 1.2689
H 2.2697 1.4816 0.4255
H -2.8204 -0.5743 2.3080
H -3.7371 -2.7597 2.8642
H -2.4028 -4.7754 2.7257
H -0.0437 -4.6149 1.9396
H 0.9446 -2.5934 1.3995
C 4.3945 -3.0043 -2.0754
C 3.4886 -2.8343 -0.8747
C 2.9170 -4.1968 -0.4520
C 4.3334 -2.3066 0.3101
C 2.3730 -1.9728 -1.2271
C 1.4308 -1.2139 -1.4272
H 5.1774 -3.6882 -1.8157
H 4.8936 -2.0605 -2.2713
H 3.8629 -3.4118 -2.9222
H 3.8095 -4.8566 -0.2773
H 2.2318 -4.6447 -1.1643
H 2.4145 -4.1535 0.5205
H 5.0590 -3.0299 0.6218
H 3.6918 -2.1247 1.1481
H 4.7332 -1.3328 0.0366
C 1.4384 2.4616 -2.2442
C 2.8262 2.5191 -1.9055
C 3.7178 1.4631 -2.2362
C 5.0810 1.4615 -1.8612
C 5.5950 2.4830 -1.0794
C 4.7271 3.5322 -0.7745
C 3.3855 3.5473 -1.1237
H 1.2719 1.8034 -3.0696
H 0.9658 3.3904 -2.5329
H 3.3011 0.6586 -2.8214
H 5.6647 0.5258 -2.1269
H 6.5957 2.4307 -0.6887
H 5.1184 4.3330 -0.1650
H 2.7446 4.3694 -0.8525
```

Output
Strongest force on any atom in eV/Å: 2.28
E_LUMO (spin up / spin down) in eV: 2.316 / 2.315
Energy relative to the best compared isomer or geometry (same formula, charge and spin) in kcal per mole: 29.6
Spin multiplicity: 8
Net charge: -1
HOMO level (spin up / spin down) in eV: -3.2 / -3.3